A cluster of 13 separate species, C12H50N4O18 in total. Source: the OMol25 dataset; level of theory: wB97M-V/def2-TZVPD.

The geometry in XYZ format:
```
84
Properties=species:S:1:pos:R:3:forces:R:3:lowdin_charge:R:1
C 2.976319 -2.037258 -2.745660 0.25 1.01 -1.14 -0.68
O 4.158182 -1.792485 -2.970456 -0.47 -0.26 0.58 0.02
N 2.562735 -3.183507 -2.124835 0.67 -0.77 0.35 0.14
N 1.944627 -1.210456 -3.099896 -0.03 -0.65 0.65 0.16
H 1.603380 -3.468414 -2.068704 -0.14 0.12 -0.07 0.09
H 3.269735 -3.901743 -2.107597 -0.19 -0.02 0.08 0.10
H 2.147372 -0.300874 -3.492121 0.07 -0.26 -0.27 0.07
H 1.068646 -1.671083 -3.344930 0.17 0.79 0.09 0.07
C -4.120840 -0.085082 -0.551953 0.53 0.68 0.74 -0.65
O -4.420016 -1.173446 -1.048687 -0.68 0.43 0.34 0.02
N -3.039521 0.024710 0.286998 -0.21 -0.36 0.04 0.19
N -4.699659 1.100655 -0.860847 -0.69 -0.17 -0.18 0.18
H -2.671329 -0.841032 0.660902 0.11 -0.12 0.04 0.08
H -2.812248 0.880864 0.756407 -0.14 0.09 0.09 0.08
H -4.346723 1.990236 -0.529660 0.02 -0.04 0.03 0.05
H -5.643687 1.064195 -1.204813 0.14 -0.01 -0.24 0.11
C -1.797652 -1.698985 -4.512148 -0.29 -0.11 -0.52 -0.21
C -2.283303 -0.705635 -3.476591 0.65 -0.30 0.91 -0.19
O -2.070608 -1.169641 -2.126889 0.70 0.10 -0.92 -0.11
O -0.366881 -1.807633 -4.573667 -0.54 -0.25 0.25 -0.08
H -2.146752 -1.390847 -5.505297 -0.06 0.28 0.09 0.12
H -2.233020 -2.692192 -4.365721 -0.05 0.10 0.41 0.12
H -3.344072 -0.501998 -3.619492 -0.06 -0.02 -0.19 0.13
H -1.713052 0.221859 -3.545454 -0.06 0.15 -0.50 0.12
H -2.901595 -1.056821 -1.634311 0.12 -0.91 -0.51 0.00
H -0.201633 -2.700224 -4.893862 0.23 0.12 -0.09 0.09
C 3.267357 -3.964909 2.354716 -0.77 -0.78 0.02 -0.23
C 2.194408 -3.866330 1.266618 0.04 -0.59 0.82 -0.21
O 0.911138 -4.083518 1.860705 -0.32 0.26 -0.30 -0.09
O 3.444139 -2.713031 3.006592 0.14 -0.12 -0.38 -0.05
H 4.172363 -4.484286 2.025645 0.38 0.78 -0.30 0.12
H 2.863162 -4.672768 3.087098 -0.11 -0.09 0.00 0.12
H 2.301707 -4.664823 0.532201 0.25 -0.07 0.00 0.11
H 2.249707 -2.929597 0.707769 -0.05 0.20 0.24 0.10
H 0.935666 -3.977197 2.822014 0.32 0.18 -0.16 0.04
H 3.535259 -2.910009 3.940717 0.07 0.29 0.09 0.08
C -0.138461 1.498323 -0.279254 0.79 -0.16 -0.11 -0.23
C 0.490968 0.491372 0.666274 -0.60 0.46 -0.19 -0.22
O 1.761962 0.139476 0.107708 0.05 -0.24 0.94 -0.07
O -0.291434 0.843981 -1.528235 -0.50 0.79 0.33 -0.10
H 0.608376 2.289512 -0.421876 0.03 0.02 -0.10 0.12
H -1.030575 2.003555 0.096480 -0.21 -0.38 -0.05 0.08
H -0.173820 -0.363314 0.802503 0.16 -0.21 -0.33 0.11
H 0.579238 0.900730 1.671247 0.59 0.11 -0.03 0.10
H 1.662097 -0.569049 -0.542006 -0.14 0.22 -0.19 0.08
H -1.012999 0.193599 -1.437770 -0.06 -0.39 -0.37 0.06
C -0.982879 5.934664 -1.880837 1.35 2.38 0.40 -0.22
C 0.455444 5.542629 -2.191491 -1.02 0.32 -0.05 -0.24
O 0.470140 4.280713 -2.824766 0.63 0.06 0.21 -0.05
O -1.490132 5.352302 -0.696063 -0.54 -0.84 -0.25 -0.08
H -1.628971 5.858324 -2.751588 -0.26 -0.80 0.28 0.13
H -0.927584 7.023515 -1.703103 -0.17 -0.05 -0.03 0.12
H 1.069316 5.651830 -1.286436 -0.04 -0.64 0.14 0.12
H 0.858127 6.340510 -2.819100 0.02 -0.51 -0.64 0.12
H 0.048023 3.652829 -2.223558 -0.01 -0.05 -0.07 0.07
H -0.984195 5.677572 0.051174 0.09 0.12 -0.04 0.10
C -0.407297 -2.650872 4.978950 0.26 -0.08 1.37 -0.21
C -0.270422 -1.248373 4.419143 0.12 -0.66 -0.96 -0.19
O 0.151335 -1.333364 3.063214 0.14 0.17 -0.13 -0.11
O 0.843352 -3.349834 4.838901 -0.25 0.00 -0.29 -0.08
H -1.214128 -3.267089 4.580940 0.13 0.21 -0.49 0.12
H -0.593630 -2.594358 6.059636 -0.31 0.19 -0.12 0.12
H 0.469148 -0.709313 5.015254 -0.17 0.24 -0.02 0.13
H -1.227967 -0.731820 4.340624 -0.01 0.02 0.56 0.13
H 1.107122 -1.453466 3.004071 0.06 -0.08 0.28 0.07
H 1.254531 -3.354483 5.704204 0.17 -0.11 -0.01 0.09
O -1.759026 -2.618612 1.444330 -0.01 0.41 0.06 -0.06
H -0.905141 -2.387828 1.858872 -0.26 -0.22 -0.06 0.00
H -2.092395 -3.373586 1.936686 0.08 -0.04 -0.13 0.04
O 1.484725 1.502587 -3.519716 0.13 0.12 0.19 -0.07
H 1.344172 2.455481 -3.568449 0.09 -0.07 0.02 0.02
H 1.144673 1.217047 -2.649622 -0.21 0.18 -0.45 0.01
O -3.588178 3.650410 -0.047817 0.09 -0.05 0.26 -0.07
H -2.910635 4.237369 -0.432495 -0.11 -0.14 0.14 0.01
H -3.291701 3.485990 0.858296 0.01 0.11 -0.10 0.03
O -1.440572 2.859846 2.409093 -0.15 0.08 0.08 -0.04
H -1.325550 2.713434 3.356050 -0.03 -0.02 -0.11 0.06
H -1.030199 3.714867 2.243899 0.08 -0.06 0.02 0.05
O 2.910425 0.387934 3.060740 -0.38 -0.04 0.36 -0.07
H 2.944491 1.253409 2.624738 0.28 -0.19 -0.06 0.01
H 2.721390 -0.225085 2.340965 0.27 0.05 -0.11 0.00
O 3.718293 2.117087 1.009090 -0.32 -0.10 -0.36 -0.07
H 4.635492 1.866913 0.855743 -0.06 -0.01 0.04 0.06
H 3.191752 1.465938 0.500579 0.22 0.21 0.08 0.02
```
Forces are in eV/Å.

The calculated total energy comes out at -2060.56228 a.u. The value obtained for the HOMO-LUMO gap is 8.528 eV. Its LUMO energy is -0.33 eV. The calculation puts the HOMO energy at -8.8543 eV. As for the molecular weight: 538.5 u.

***

A structure of composition C42H56Cl60N3O3. Source: the OMol25 dataset; level of theory: wB97M-V/def2-TZVPD.

The geometry in XYZ format:
```
164
Properties=species:S:1:pos:R:3:forces:R:3:lowdin_charge:R:1
C 0.153367 -2.564493 3.141729 -0.08 0.65 0.58 -0.10
C -0.409262 -1.006284 3.341258 0.83 -2.14 0.66 -0.22
O -1.302077 -0.752074 2.200270 2.18 1.76 0.06 -0.27
C -1.031495 0.543144 1.553251 -0.72 0.97 0.38 -0.11
C -1.355394 0.535356 -0.088838 -0.73 -1.45 1.69 -0.31
C -2.091520 1.963578 -0.402502 -0.54 0.11 -1.39 -0.12
C -1.521673 2.777848 -1.703965 -0.31 0.96 -0.41 -0.21
C -1.087585 4.355936 -1.358813 0.73 -0.62 -1.43 -0.19
C -0.721474 5.066716 -2.826973 -0.12 0.90 0.39 -0.22
C 0.125912 6.469153 -2.642277 0.40 0.55 -1.03 -0.22
C 1.772434 6.263726 -2.767017 -0.42 0.02 0.32 -0.21
C 2.432554 7.228073 -3.929291 0.26 0.51 -0.14 -0.21
C 2.471505 8.820714 -3.520119 -0.08 0.24 0.93 -0.19
C 3.816473 9.277860 -2.688399 -0.33 0.06 -0.41 -0.24
O 4.170649 8.364709 -1.569367 1.10 2.12 -0.40 -0.27
C 5.402139 8.910920 -0.940368 0.80 0.43 0.58 -0.13
C -2.208686 -0.801125 -0.602061 -1.54 0.24 1.10 -0.10
N -1.182590 -1.841009 -0.989225 4.09 0.87 1.60 0.07
C 0.188177 -1.324666 -0.605966 -3.49 0.05 -0.40 -0.12
N 1.358164 -1.970103 -0.272278 -2.71 2.65 -1.05 0.10
C 2.564390 -1.058637 0.014823 1.34 0.99 0.84 -0.15
C 3.806637 -1.865681 0.766671 -1.12 0.39 -0.74 -0.17
C 5.239494 -1.109748 0.496436 0.72 -0.57 0.74 -0.20
C 6.188323 -1.850445 -0.643629 0.74 1.04 0.57 -0.21
C 6.012540 -1.240807 -2.154645 -0.01 0.30 -0.04 -0.21
C 4.776123 -1.873130 -3.025402 0.45 -0.08 -0.91 -0.21
C 4.544027 -3.485293 -2.838634 0.63 -0.10 -0.13 -0.21
C 3.378488 -4.068579 -3.842938 0.48 0.48 -0.22 -0.21
C 2.012416 -3.161653 -3.909029 -0.25 -0.44 -0.41 -0.16
C 0.673095 -4.111730 -3.922864 0.71 0.17 -0.40 -0.20
O 0.106313 -4.053662 -5.304543 -1.85 0.47 2.40 -0.30
C -1.309639 -3.667240 -5.135669 -1.04 0.10 0.21 -0.19
N -0.020438 0.201557 -0.707824 1.79 -2.29 -0.84 0.06
H -0.739259 -3.296602 2.908607 1.92 1.63 0.34 0.03
H 0.618275 -2.882435 4.167457 -0.74 0.46 -1.97 0.06
H 0.986488 -2.604288 2.310062 -1.73 0.05 1.63 0.05
H -0.946750 -0.995045 4.393123 0.62 0.27 -2.38 0.08
H 0.509487 -0.286396 3.424775 -1.82 -1.12 -0.45 0.13
H 0.079375 0.921389 1.660614 -2.01 -1.02 -0.19 0.13
H -1.697019 1.341918 2.129482 1.21 -1.55 -1.51 0.15
H -3.231342 1.704812 -0.645431 2.47 0.44 0.73 0.13
H -2.124163 2.718480 0.493825 0.39 -1.84 -1.49 0.10
H -0.584627 2.307247 -2.221997 -1.74 0.68 1.13 0.08
H -2.379551 2.794902 -2.532684 1.93 0.06 1.75 0.12
H -0.056437 4.373655 -0.758867 -2.44 -0.12 -0.95 0.13
H -1.951349 4.929488 -0.788399 1.91 -1.16 -1.19 0.12
H -1.708993 5.347835 -3.417160 1.94 -0.86 1.27 0.12
H -0.055466 4.357458 -3.509577 -1.55 1.29 1.53 0.11
H -0.166937 7.176036 -3.551505 0.46 -1.42 1.94 0.11
H -0.129694 7.061079 -1.659110 0.32 -1.36 -1.87 0.11
H 2.247371 6.498638 -1.700766 -0.74 -0.58 -2.49 0.12
H 1.935966 5.125856 -3.048419 -0.05 2.33 0.60 0.10
H 3.555313 6.916362 -4.165453 -2.43 0.46 0.50 0.12
H 1.802538 7.152830 -4.931737 1.28 -0.08 2.10 0.11
H 1.546430 9.090050 -2.823471 1.82 -0.68 -1.50 0.12
H 2.401008 9.538549 -4.462616 0.21 -1.74 2.00 0.06
H 4.756147 9.298802 -3.398837 -1.88 0.22 1.19 0.10
H 3.583252 10.342078 -2.223129 0.70 -1.99 -1.10 0.13
H 5.413185 8.715544 0.231264 -0.27 0.18 -2.66 0.04
H 5.494287 10.085041 -1.083701 -0.39 -2.37 0.25 0.10
H 6.383212 8.443859 -1.406259 -2.06 0.77 0.79 0.10
H -2.861238 -1.372697 0.190496 1.19 1.74 -1.20 0.09
H -2.954452 -0.449514 -1.432659 1.78 -0.98 1.02 0.13
H -1.401542 -2.844760 -0.810330 0.23 1.26 -0.03 0.14
H 1.393757 -3.013570 -0.261713 0.05 1.35 -0.05 0.17
H 2.201395 -0.210819 0.767498 0.61 -1.87 -1.87 0.14
H 2.925459 -0.533613 -0.984092 -0.82 -1.33 2.06 0.13
H 3.823215 -2.943459 0.280879 0.15 2.04 1.29 0.10
H 3.501506 -1.889260 1.918412 0.90 -0.22 -2.56 0.12
H 5.849086 -1.169407 1.517416 -1.38 0.16 -2.17 0.12
H 5.129970 0.037146 0.250032 -0.01 -2.31 0.42 0.12
H 7.309333 -1.607870 -0.317036 -2.42 -0.54 -0.71 0.12
H 6.076379 -3.012427 -0.556432 0.12 2.23 -0.38 0.10
H 5.813391 -0.065067 -2.094933 0.52 -2.52 0.06 0.12
H 7.048657 -1.342394 -2.729303 -2.33 -0.04 1.16 0.12
H 5.062121 -1.711282 -4.172122 -0.74 -0.31 2.38 0.13
H 3.794869 -1.246037 -2.857523 1.85 -1.35 -0.19 0.08
H 4.371541 -3.783227 -1.697172 0.06 0.71 -2.45 0.08
H 5.574956 -4.010882 -3.130212 -2.21 1.05 0.64 0.13
H 3.117503 -5.178757 -3.569990 0.55 2.26 -0.45 0.06
H 3.847596 -4.068305 -4.934641 -1.01 -0.13 2.29 0.10
H 1.902597 -2.393848 -3.025077 0.44 -1.46 -1.65 0.08
H 2.022181 -2.571430 -4.942453 -0.17 -1.12 2.45 0.09
H -0.117345 -3.709194 -3.129224 1.60 -0.95 -1.70 0.10
H 0.937891 -5.246083 -3.727784 -0.54 2.31 -0.16 0.13
H -1.886072 -4.403480 -4.409983 1.25 1.24 -1.46 0.11
H -1.895468 -3.662538 -6.163420 1.56 -0.06 2.10 0.09
H -1.350466 -2.594124 -4.643718 -0.06 -2.18 -1.06 0.03
H 0.056575 0.275904 -1.766950 -0.43 0.58 1.55 0.10
C -3.991307 -3.527122 3.865354 -0.33 -0.28 0.10 -1.93
Cl -5.170104 -4.827521 3.558485 0.38 0.46 0.07 0.49
Cl -4.750494 -2.260474 4.862269 0.43 -0.54 -0.49 0.49
Cl -2.581160 -4.194626 4.725818 -0.41 0.26 -0.18 0.51
Cl -3.463604 -2.825865 2.314798 -0.19 -0.19 0.34 0.57
C -4.392548 0.809529 7.278372 0.12 0.15 0.24 -1.96
Cl -4.170796 2.266339 6.276727 0.06 -0.50 0.45 0.47
Cl -5.770460 -0.134045 6.657375 0.08 0.48 0.32 0.50
Cl -2.915433 -0.184799 7.215788 -0.65 0.45 0.12 0.47
Cl -4.713598 1.290716 8.963556 -0.36 -0.51 -0.50 0.51
C -1.120862 3.263983 10.167343 -0.02 0.10 0.01 -2.00
Cl -0.847176 4.940513 10.705032 -0.06 -0.44 -0.13 0.52
Cl -1.700085 2.287087 11.540214 0.13 0.22 -0.35 0.52
Cl -2.342018 3.248151 8.870036 0.76 0.33 0.35 0.47
Cl 0.405899 2.580235 9.554199 -0.34 0.13 0.13 0.51
C -9.230410 -4.564579 2.927522 -0.24 0.11 -0.08 -1.95
Cl -8.348681 -3.275497 3.785188 -0.18 -0.28 -0.18 0.49
Cl -8.442049 -6.131797 3.238843 0.05 1.42 -0.71 0.44
Cl -10.913780 -4.620710 3.508549 0.59 -0.37 -0.31 0.52
Cl -9.216992 -4.230282 1.177517 0.02 -0.08 0.44 0.53
C -0.115550 -3.195416 8.067706 0.06 -0.09 0.31 -1.98
Cl -1.458593 -4.009615 8.909180 0.35 0.25 -0.30 0.53
Cl -0.769747 -2.119403 6.807219 0.52 -0.44 0.26 0.46
Cl 0.824337 -2.236014 9.238447 -0.27 -0.24 -0.35 0.53
Cl 0.941689 -4.416699 7.315928 -0.27 0.29 0.11 0.52
C 4.932629 10.873084 -6.343039 0.05 0.06 -0.08 -2.00
Cl 5.234784 11.723675 -7.879256 -0.09 -0.24 0.43 0.52
Cl 3.636166 11.705644 -5.448258 0.35 -0.09 -0.25 0.54
Cl 4.438279 9.194936 -6.680545 0.11 0.36 0.09 0.52
Cl 6.421306 10.868218 -5.364125 -0.36 0.00 -0.24 0.52
C 4.729794 9.363694 3.662488 -0.04 0.09 0.04 -2.01
Cl 5.003481 11.040223 4.200179 -0.07 -0.46 -0.15 0.52
Cl 4.150572 8.386796 5.035361 0.15 0.23 -0.33 0.51
Cl 3.508639 9.347860 2.365182 0.28 -0.01 0.30 0.52
Cl 6.256555 8.679945 3.049344 -0.34 0.15 0.15 0.51
C -9.012275 -9.849703 5.523925 0.08 -0.31 0.09 -1.97
Cl -8.790524 -8.392892 4.522279 -0.94 -1.26 0.82 0.40
Cl -10.390187 -10.793275 4.902927 0.36 0.28 0.15 0.53
Cl -7.535160 -10.844031 5.461341 -0.40 0.14 0.06 0.50
Cl -9.333326 -9.368515 7.209107 0.10 -0.08 -0.46 0.53
C -1.330264 0.369308 -5.987415 -0.04 0.04 -0.62 -1.96
Cl -2.978296 0.953981 -6.329340 0.46 -0.15 0.19 0.54
Cl -1.157077 0.069832 -4.239580 -0.06 0.02 -0.07 0.53
Cl -1.039739 -1.144465 -6.881036 -0.34 0.99 0.21 0.55
Cl -0.146022 1.597986 -6.499641 -0.29 -0.35 0.21 0.53
C 2.973477 -1.499370 -8.627263 -0.01 -0.09 -0.15 -1.99
Cl 4.143945 -2.715524 -9.197999 -0.30 0.31 0.16 0.51
Cl 3.816781 -0.283408 -7.634850 -0.19 -0.26 -0.17 0.51
Cl 2.215880 -0.700811 -10.028271 0.18 -0.19 0.38 0.53
Cl 1.717402 -2.297807 -7.647860 0.69 -0.01 -0.29 0.50
C -5.011842 4.528866 3.050748 -0.23 0.05 0.09 -2.00
Cl -5.995855 5.969769 3.411694 0.31 -0.43 -0.12 0.53
Cl -3.390219 4.723562 3.762814 -0.31 -0.07 -0.15 0.50
Cl -5.795160 3.086052 3.742973 0.05 0.50 -0.52 0.49
Cl -4.866106 4.336218 1.285499 0.01 0.03 0.32 0.50
C -12.677083 -1.011731 5.307037 -0.01 0.06 0.02 -2.00
Cl -12.403397 0.664798 5.844727 -0.08 -0.39 -0.12 0.51
Cl -13.256306 -1.988628 6.679910 0.16 0.23 -0.35 0.52
Cl -13.898239 -1.027564 4.009731 0.31 -0.01 0.31 0.52
Cl -11.150322 -1.695479 4.693893 -0.45 0.49 0.30 0.46
C -4.221598 -8.237652 5.199214 0.00 0.01 -0.05 -1.98
Cl -5.854652 -8.026447 4.518557 0.91 -0.11 0.32 0.45
Cl -3.022566 -7.503099 4.104975 -0.16 -0.37 0.22 0.48
Cl -4.135269 -7.445400 6.792751 -0.03 -0.16 -0.41 0.52
Cl -3.873958 -9.975684 5.380442 -0.09 0.45 -0.05 0.52
C 4.007881 -6.991022 -6.613219 -0.10 0.00 -0.12 -1.99
Cl 2.359849 -6.406349 -6.955144 0.39 -0.06 0.14 0.53
Cl 4.181068 -7.290499 -4.865384 0.02 -0.02 -0.62 0.49
Cl 4.298406 -8.504796 -7.506841 -0.06 0.41 0.27 0.53
Cl 5.192123 -5.762344 -7.125446 -0.25 -0.26 0.14 0.51
C 6.102862 -8.417842 -1.494789 0.17 -0.22 -0.02 -2.01
Cl 7.573857 -7.963726 -2.391851 -0.43 -0.09 0.23 0.52
Cl 5.295326 -6.947234 -0.894954 0.11 -0.21 -0.14 0.49
Cl 4.997587 -9.303450 -2.575780 0.31 0.12 0.47 0.49
Cl 6.544784 -9.456873 -0.116538 -0.13 0.31 -0.37 0.52
```
Forces are in eV/Å.

The energy relative to the best compared isomer or geometry (same formula, charge and spin) is 10.113 eV. Its charge is +1. The calculated total energy comes out at -29634.47730 a.u. The value obtained for the HOMO-LUMO gap is 7.970 eV. Its LUMO energy is -3.08 eV. The calculation puts the HOMO energy at -11.0547 eV. As for the molecular weight: 2778.1 u.